No. 1
{
  "formula": "C6H16N2O",
  "method": "ωB97M-V/def2-TZVPD",
  "e_tot_ev": -11505.1283,
  "homo_lumo_gap_ev": 7.27,
  "relative_energy_kj_mol": 475.3,
  "homo_ev": -6.6,
  "symbols": ["O", "N", "N", "C", "C", "C", "C", "C", "C", "H", "H", "H", "H", "H", "H", "H", "H", "H", "H", "H", "H", "H", "H", "H", "H"],
  "positions_angstrom": [[1.671720, 1.456962, -0.671793], [0.782246, -0.657956, -0.198609], [-1.578063, -1.258567, 0.863156], [-2.268592, -0.507256, 0.052477], [0.939668, 0.848588, 0.072223], [0.717709, -0.926200, -1.655646], [1.886524, -1.417287, 0.450683], [-1.348456, 1.633520, -0.706428], [0.623804, 1.247863, 1.485389], [-0.145872, -0.997516, 0.266930], [0.416407, 2.315122, 1.488101], [-1.632083, 2.262489, 0.139516], [-0.227036, 0.707027, 1.890475], [-0.568185, 2.125321, -1.285112], [1.842347, -1.267677, 1.527107], [0.488521, -1.980693, -1.803191], [-1.764530, -1.033217, 1.837897], [-2.216069, 1.498478, -1.357179], [2.842639, -1.065452, 0.065300], [1.669574, -0.670866, -2.115805], [-0.067524, -0.300289, -2.069971], [-3.084168, 0.134284, 0.375801], [1.502320, 1.074265, 2.117449], [-2.244211, -0.743613, -1.003654], [1.761311, -2.477331, 0.234883]],
  "forces_ev_per_angstrom": [[-0.37, -0.32, 0.26], [-0.03, 0.14, -0.02], [-0.19, 0.15, -0.09], [0.20, -0.13, 0.17], [0.33, -0.08, -0.21], [0.06, 0.06, 0.19], [-0.12, 0.16, -0.10], [0.18, -0.37, 0.13], [-0.03, -0.01, -0.04], [0.11, 0.11, -0.09], [0.00, -0.03, -0.02], [-0.03, 0.08, 0.00], [-0.01, -0.02, -0.04], [-0.01, 0.08, -0.02], [-0.01, 0.02, -0.02], [0.02, 0.02, 0.03], [-0.03, 0.01, -0.08], [-0.04, 0.02, 0.00], [-0.03, 0.00, -0.01], [0.00, -0.01, 0.03], [-0.02, 0.04, 0.03], [0.07, 0.02, 0.00], [-0.02, -0.01, -0.07], [0.01, 0.03, -0.01], [-0.02, 0.05, -0.02]],
  "nbo_charge": [-0.61, -0.51, -0.82, 0.01, 0.76, -0.42, -0.41, -1.03, -0.73, 0.48, 0.26, 0.17, 0.23, 0.19, 0.22, 0.21, 0.34, 0.18, 0.22, 0.22, 0.25, 0.18, 0.22, 0.17, 0.22]
}

=====

No. 2
{
  "formula": "C6H16N2O2",
  "method": "ωB97M-V/def2-TZVPD",
  "e_tot_ev": -13554.0936,
  "homo_lumo_gap_ev": 9.29,
  "relative_energy_kj_mol": 391.5,
  "homo_ev": -8.5,
  "smiles": "CC(C)(N)OO.C=C(C)N",
  "symbols": ["O", "O", "N", "N", "C", "C", "C", "C", "C", "C", "H", "H", "H", "H", "H", "H", "H", "H", "H", "H", "H", "H", "H", "H", "H", "H"],
  "positions_angstrom": [[0.475986, -0.958523, -0.451343], [-0.033166, -0.144960, -1.518683], [-1.546828, 0.281212, 1.385625], [2.659361, -0.855108, -1.435503], [-2.415287, 0.563299, 0.358841], [1.876665, -0.687102, -0.244302], [-2.879166, 1.986708, 0.284615], [2.066979, 0.740022, 0.273911], [2.285114, -1.726068, 0.798852], [-2.769153, -0.359379, -0.562752], [3.337445, -1.595625, 1.031165], [-2.543158, -1.401204, -0.403254], [-3.710263, 2.083717, -0.411486], [-3.204280, 2.336029, 1.265653], [-1.036278, 1.069686, 1.752649], [-2.067338, 2.631526, -0.058883], [-1.054069, -0.213979, -1.345839], [-3.532516, -0.137856, -1.286743], [1.692523, -1.609335, 1.702231], [2.540280, -1.790503, -1.808707], [3.129216, 0.961606, 0.323165], [-0.952456, -0.529274, 1.225208], [2.340369, -0.199207, -2.140256], [2.124634, -2.727069, 0.405146], [1.583046, 1.438680, -0.404915], [1.632341, 0.842710, 1.265605]],
  "forces_ev_per_angstrom": [[-0.33, -0.58, 0.33], [-1.21, 0.11, 0.02], [0.13, -0.19, 0.08], [-0.03, -0.01, -0.11], [0.16, -0.07, -0.42], [0.21, 0.33, 0.07], [-0.11, -0.03, -0.06], [-0.09, -0.29, -0.16], [-0.25, 0.22, -0.33], [-0.54, 0.08, 0.56], [0.07, 0.02, 0.04], [0.26, -0.20, -0.06], [0.04, 0.01, 0.02], [0.02, 0.00, 0.01], [-0.05, -0.04, 0.01], [0.03, 0.01, 0.05], [1.91, 0.17, -0.10], [-0.08, 0.13, -0.15], [-0.03, 0.00, 0.11], [-0.04, 0.03, -0.01], [0.06, 0.05, 0.04], [-0.15, 0.30, 0.06], [0.04, -0.06, -0.02], [0.02, -0.10, -0.02], [-0.01, 0.08, -0.02], [-0.06, 0.04, 0.07]],
  "nbo_charge": [-0.33, -0.51, -0.80, -0.85, 0.27, 0.38, -0.66, -0.64, -0.62, -0.64, 0.23, 0.22, 0.23, 0.22, 0.38, 0.22, 0.50, 0.22, 0.21, 0.36, 0.22, 0.40, 0.37, 0.22, 0.23, 0.20]
}